Entry from OMol25: a structure of composition C10H23BaF6N3O17S2 in a non-equilibrium geometry (ωB97M-V/def2-TZVPD).

Last column: Löwdin charge in e.
Geometry (Å):
Ba: -3.12 8.18 -8.25  2.033
N: -2.27 10.41 -10.52  -0.616
O: -1.73 10.69 -9.45  -0.039
O: -1.86 10.78 -11.63  -0.031
O: -3.37 9.74 -10.47  -0.261
N: -5.59 11.12 -7.97  -0.562
O: -6.56 10.32 -8.20  -0.102
O: -5.74 12.33 -8.13  -0.001
O: -4.51 10.65 -7.54  -0.119
C: 1.47 6.91 -10.03  -0.657
F: 2.78 7.21 -9.95  0.102
F: 0.97 7.55 -11.08  0.132
F: 1.43 5.57 -10.28  0.077
S: 0.62 7.38 -8.45  0.453
O: 1.32 6.65 -7.42  -0.297
O: 0.79 8.80 -8.52  -0.275
O: -0.78 6.94 -8.63  -0.518
C: -1.63 10.23 -3.96  -0.663
F: -2.51 11.17 -4.30  0.118
F: -0.87 10.70 -2.96  0.102
F: -2.34 9.19 -3.47  0.087
S: -0.60 9.69 -5.41  0.462
O: 0.12 10.88 -5.77  -0.289
O: 0.19 8.59 -4.89  -0.309
O: -1.67 9.27 -6.32  -0.519
C: -1.62 5.88 -11.73  -0.035
C: -2.85 5.23 -11.09  -0.405
C: -2.40 4.06 -10.21  -0.191
O: -3.47 3.37 -9.59  -0.207
C: -4.15 2.48 -10.46  -0.109
N: -3.59 6.16 -10.23  -0.027
H: -1.64 6.96 -11.71  0.086
H: -1.61 5.64 -12.81  0.076
H: -0.70 5.48 -11.31  0.055
H: -3.50 4.82 -11.88  0.128
H: -1.81 4.53 -9.41  0.128
H: -1.71 3.40 -10.73  0.130
H: -4.43 1.58 -9.91  0.081
H: -3.56 2.19 -11.33  0.088
H: -5.07 2.95 -10.83  0.087
H: -4.22 5.59 -9.68  0.049
H: -4.19 6.77 -10.77  0.043
C: -3.77 5.40 -6.18  -0.219
C: -4.72 6.31 -5.46  -0.222
O: -4.43 7.70 -5.69  -0.150
O: -3.91 5.44 -7.61  -0.179
H: -3.95 4.36 -5.87  0.125
H: -2.70 5.52 -5.96  0.137
H: -4.46 6.20 -4.39  0.123
H: -5.77 6.03 -5.52  0.122
H: -5.05 8.27 -5.23  0.102
H: -3.78 4.53 -7.91  0.061
C: -6.53 8.05 -11.51  -0.230
C: -6.99 7.94 -10.07  -0.247
O: -5.95 7.94 -9.12  -0.185
O: -5.91 6.87 -12.00  -0.078
H: -5.80 8.86 -11.62  0.124
H: -7.40 8.35 -12.12  0.114
H: -7.58 7.02 -10.00  0.115
H: -7.61 8.82 -9.85  0.115
H: -5.98 8.81 -8.66  0.010
H: -6.61 6.25 -12.25  0.080

Computed properties:
**2S+1**: 1
**Net charge**: -2
**HOMO level**: -3.369 eV
**Kohn-Sham gap**: 6.83 eV